1.
{"formula": "C22H31N3O3S", "method": "ωB97M-V with the def2-TZVPD basis set", "symbols": ["C", "H", "H", "H", "C", "C", "C", "C", "C", "C", "C", "N", "S", "O", "O", "C", "C", "N", "C", "C", "C", "O", "N", "C", "H", "C", "C", "C", "C", "H", "C", "H", "H", "H", "H", "H", "H", "H", "H", "H", "H", "C", "H", "H", "H", "C", "H", "H", "H", "C", "H", "H", "H", "H", "H", "H", "H", "H", "H", "H"], "positions_angstrom": [[-0.437, -2.832, -3.143], [-0.421, -1.787, -2.850], [0.145, -2.945, -4.056], [-1.467, -3.113, -3.351], [0.141, -3.719, -2.037], [1.597, -3.424, -1.804], [2.564, -4.138, -2.496], [3.914, -3.890, -2.321], [4.313, -2.905, -1.436], [3.368, -2.171, -0.742], [2.012, -2.421, -0.917], [1.056, -1.708, -0.182], [1.454, -0.497, 0.889], [1.819, 0.712, 0.198], [2.381, -0.995, 1.865], [-0.124, -0.265, 1.644], [-0.554, -0.662, 2.888], [-1.871, -0.319, 2.994], [-2.290, 0.285, 1.836], [-1.216, 0.352, 0.980], [-1.125, 0.791, -0.433], [-0.902, -0.045, -1.307], [-1.316, 2.089, -0.711], [-1.482, 3.120, 0.288], [-2.152, 2.764, 1.072], [-0.176, 3.596, 0.936], [1.003, 3.744, -0.032], [0.645, 4.238, -1.435], [0.233, 3.096, -2.365], [0.957, 2.286, -2.262], [-1.161, 2.539, -2.080], [-1.923, 3.302, -2.277], [-1.346, 1.679, -2.727], [0.248, 3.439, -3.402], [1.530, 4.710, -1.866], [-0.139, 4.999, -1.393], [1.500, 2.778, -0.123], [1.717, 4.434, 0.422], [0.118, 2.885, 1.710], [-0.391, 4.552, 1.421], [-1.971, 3.962, -0.210], [-3.707, 0.691, 1.631], [-4.376, -0.149, 1.816], [-3.994, 1.502, 2.304], [-3.847, 1.021, 0.606], [-2.723, -0.576, 4.123], [-3.284, 0.322, 4.384], [-2.118, -0.873, 4.975], [-3.432, -1.377, 3.898], [0.211, -1.339, 3.964], [1.226, -1.489, 3.608], [0.242, -0.732, 4.869], [-0.228, -2.306, 4.208], [0.243, -1.410, -0.722], [3.671, -1.395, -0.059], [5.362, -2.697, -1.289], [4.646, -4.464, -2.869], [2.247, -4.911, -3.183], [0.035, -4.767, -2.330], [-0.422, -3.565, -1.115]], "lowdin_charge": [-0.08, 0.05, 0.08, 0.07, -0.20, -0.18, -0.05, -0.10, -0.08, -0.03, -0.22, -0.04, 0.70, -0.27, -0.29, -0.17, -0.23, -0.05, -0.22, -0.08, -0.39, 0.04, -0.02, -0.14, 0.10, -0.15, -0.19, -0.19, -0.17, 0.12, -0.14, 0.13, 0.12, 0.11, 0.11, 0.11, 0.07, 0.11, 0.11, 0.11, 0.12, -0.01, 0.09, 0.09, 0.09, 0.00, 0.10, 0.09, 0.10, -0.01, 0.06, 0.09, 0.09, 0.07, 0.09, 0.10, 0.10, 0.11, 0.11, 0.11], "smiles": "CCc1ccccc1NS(=O)(=O)c1c(C(=O)N2CCCCCC2)c(C)n(C)c1C", "e_tot_ev": -44766.08987, "homo_energy_ev": -7.97, "gap_ev": 8.42, "de_lowest_kcal_mol": 48.38, "fmax_ev_per_a": 0.87}

2.
{"formula": "C3H33NO13", "method": "ωB97M-V with the def2-TZVPD basis set", "symbols": ["C", "C", "C", "N", "H", "H", "H", "H", "H", "H", "H", "H", "H", "O", "H", "H", "O", "H", "H", "O", "H", "H", "O", "H", "H", "O", "H", "H", "O", "H", "H", "O", "H", "H", "O", "H", "H", "O", "H", "H", "O", "H", "H", "O", "H", "H", "O", "H", "H", "O"], "positions_angstrom": [[0.019, -0.324, 0.301], [0.822, -1.624, 0.243], [1.958, -1.427, -0.525], [0.488, -2.601, 1.298], [0.068, -0.023, 1.346], [-1.153, -0.498, 0.044], [0.494, 0.343, -0.336], [2.911, -1.943, -0.607], [2.102, -0.646, -1.163], [-0.511, -2.818, 1.556], [0.902, -3.526, 1.315], [-0.002, 0.493, -2.892], [0.558, -0.833, -2.581], [-0.007, -0.494, -3.239], [0.300, 1.547, 2.903], [1.047, 0.603, 3.805], [1.217, 1.456, 3.332], [-3.845, -0.757, -0.263], [-3.859, 0.705, -0.453], [-4.207, -0.037, 0.124], [1.864, 1.900, -1.875], [0.842, 2.794, -2.525], [0.866, 2.012, -1.902], [-2.301, 2.260, 2.592], [-1.972, 0.852, 2.155], [-2.062, 1.456, 2.899], [-0.653, 3.034, 0.221], [-1.045, 3.894, 1.323], [-1.419, 3.103, 0.848], [1.157, -2.640, -2.102], [0.382, -3.583, -1.126], [0.942, -3.555, -1.927], [2.236, 2.832, 1.820], [3.147, 1.708, 2.103], [2.898, 2.357, 1.460], [3.493, 0.444, -1.554], [3.157, 1.152, -0.285], [2.850, 0.990, -1.146], [-1.263, -1.206, -2.501], [-2.818, -1.097, -2.396], [-2.085, -0.969, -1.791], [-2.386, -2.074, -0.572], [-3.095, -2.378, 0.737], [-2.770, -2.830, 0.030], [2.469, -1.499, 2.698], [2.321, 0.006, 2.104], [2.900, -0.678, 2.593], [-2.317, 0.686, -1.613], [-2.162, 1.880, -2.698], [-2.476, 1.552, -1.777]], "lowdin_spin": [0.02, 0.15, 0.43, 0.22, 0.00, 0.01, 0.00, 0.01, 0.02, 0.01, 0.00, 0.00, 0.00, 0.00, 0.00, 0.00, 0.00, 0.00, 0.00, 0.00, 0.00, 0.00, 0.00, 0.00, 0.00, 0.00, 0.00, 0.00, 0.00, 0.01, 0.00, 0.06, 0.00, 0.00, 0.00, 0.00, 0.00, 0.02, 0.00, 0.00, 0.00, 0.00, 0.00, 0.00, 0.00, 0.00, 0.01, 0.00, 0.00, 0.00], "e_tot_ev": -31741.90004, "total_charge": 1, "multiplicity": 2, "homo_energy_ev": [-13.85, -13.85], "gap_ev": [9.35, 5.78], "de_lowest_kcal_mol": 100.82, "s2": 0.761, "fmax_ev_per_a": 6.89}

3.
{"formula": "C6H13NO", "method": "ωB97M-V with the def2-TZVPD basis set", "symbols": ["O", "C", "C", "C", "C", "C", "C", "N", "H", "H", "H", "H", "H", "H", "H", "H", "H", "H", "H", "H", "H"], "positions_angstrom": [[0.604, -1.401, 2.561], [0.721, -1.061, 1.415], [0.229, 0.281, 0.947], [-0.752, 0.039, -0.227], [-0.083, -0.107, -1.623], [0.981, 0.935, -1.990], [-1.228, -0.109, -2.638], [-0.358, 1.030, 2.019], [1.120, -1.714, 0.629], [1.064, 0.837, 0.513], [-1.434, -0.795, -0.103], [-1.434, 0.893, -0.298], [0.371, -1.102, -1.656], [0.921, 1.748, -1.257], [1.982, 0.556, -1.763], [0.966, 1.332, -2.994], [-2.079, -0.736, -2.364], [-0.957, -0.504, -3.627], [-1.609, 0.884, -2.896], [-0.126, 1.999, 2.110], [-0.481, 0.561, 2.908]], "lowdin_charge": [0.06, -0.21, -0.37, -0.14, -0.42, -0.07, -0.10, 0.05, 0.13, 0.13, 0.11, 0.12, 0.12, 0.07, 0.08, 0.07, 0.07, 0.08, 0.08, 0.07, 0.07], "smiles": "CC(C)C[C@@H](N)C=O", "e_tot_ev": -9969.78865, "homo_energy_ev": -8.99, "gap_ev": 9.93, "de_lowest_kcal_mol": 31.96, "fmax_ev_per_a": 1.80}

4.
{"formula": "C4H4ClNOS", "method": "ωB97M-V with the def2-TZVPD basis set", "symbols": ["C", "C", "C", "C", "N", "O", "S", "Cl", "H", "H", "H", "H"], "positions_angstrom": [[-0.602, -1.227, 0.056], [1.103, 0.677, 0.920], [-0.350, -0.544, -1.324], [-0.004, 1.431, 0.464], [-0.578, -0.662, 1.119], [1.844, 0.027, 0.224], [-0.722, 1.193, -1.111], [-0.757, 2.651, 1.363], [-0.798, -2.377, -0.133], [1.309, 0.734, 1.943], [0.670, -0.873, -1.436], [-1.117, -1.031, -2.085]], "lowdin_charge": [-0.35, -0.48, -0.45, -0.97, 0.14, 0.00, 0.94, 0.70, 0.16, 0.11, 0.07, 0.12], "e_tot_ev": -31104.16327, "homo_energy_ev": [-8.87, -8.74], "gap_ev": [7.76, 7.67], "de_lowest_kcal_mol": 81.77, "fmax_ev_per_a": 3.83}

Which formula does entry 4 have? C4H4ClNOS